{"formula": "C4H9N3", "method": "ωB97M-V with the def2-TZVPD basis set", "symbols": ["C", "C", "C", "N", "N", "C", "N", "H", "H", "H", "H", "H", "H", "H", "H", "H"], "xyz": [[-0.4670, -1.8482, 0.2919], [-0.1424, 0.7267, -0.1630], [-1.2361, -0.1119, 0.0969], [-0.1430, 2.1036, 0.1061], [2.2638, 0.4532, -0.0998], [1.0257, 0.0090, -0.4524], [-2.4476, 0.0208, 0.4219], [-1.0265, 2.4396, 0.4682], [0.2062, 2.6703, -0.6598], [-3.0930, -0.0278, -0.3686], [2.3108, 1.0857, 0.6882], [3.0593, -0.1465, -0.2584], [1.0447, -0.7203, -1.2513], [-1.1507, -2.4241, -0.3333], [-0.7315, -1.9508, 1.3430], [0.5273, -2.2793, 0.1702]], "mulliken_charge": [-1.286, 0.072, 0.498, -0.572, -0.424, -0.244, -0.783, 0.267, 0.219, 0.258, 0.242, 0.242, 0.505, 0.247, 0.321, 0.437], "e_lumo_ha": 0.0104, "e_homo_ev": -7.1, "e_above_lowest_kcal_mol": 102.1}